[1]
This record from OMol25 describes a structure of composition C15H24CaN2O7S2 in a non-equilibrium geometry. The level of theory is ωB97M-V/def2-TZVPD.

Last column: Löwdin charge in e.
Atoms and positions in Å:
C  4.052  0.426  2.380  -0.0512
C  3.289  0.438  1.059  -0.2681
N  3.532  -0.764  0.257  -0.2108
C  3.233  -0.563  -1.180  -0.2370
C  4.368  0.191  -1.879  -0.0457
C  2.966  -1.928  0.773  -1.0616
S  3.684  -3.360  0.701  0.8299
S  1.310  -1.854  1.574  0.9469
C  0.359  -2.372  0.152  -0.6134
C  -1.035  -2.940  0.514  -0.2094
C  -2.083  -1.905  0.985  -0.0956
C  -2.131  -0.541  0.275  -0.3531
C  -1.035  0.431  0.772  -0.1116
O  -0.063  0.579  -0.257  -0.1811
N  0.122  1.972  -0.651  0.0603
O  0.361  2.035  -1.773  0.1349
C  -3.512  0.068  0.612  0.0066
C  -3.959  1.238  -0.233  -0.4380
O  -5.095  1.396  -0.502  0.2369
O  -2.987  2.123  -0.702  0.0549
C  -2.993  3.326  0.005  -0.4791
C  -2.321  4.444  -0.712  0.0431
O  -3.494  3.387  1.088  0.1694
O  -2.017  -0.626  -1.204  -0.1416
C  -2.979  -1.462  -1.765  -0.3773
O  -4.023  -1.157  -2.190  0.2710
H  4.189  1.455  2.700  0.0868
H  3.523  -0.118  3.159  0.0740
H  5.042  0.005  2.222  0.0918
H  2.225  0.612  1.250  0.0778
H  3.630  1.296  0.481  0.1224
H  3.142  -1.554  -1.624  0.0981
H  2.296  0.007  -1.268  0.0834
H  5.066  0.571  -1.139  0.0857
H  4.005  1.044  -2.449  0.0790
H  4.918  -0.453  -2.558  0.0824
H  0.940  -3.210  -0.279  0.0746
H  0.365  -1.560  -0.609  -0.0314
H  -0.900  -3.677  1.301  0.1408
H  -1.430  -3.527  -0.343  0.0942
H  -3.064  -2.367  0.858  0.1362
H  -1.967  -1.747  2.054  0.1519
H  -1.467  1.398  1.012  0.1288
H  -0.592  0.048  1.688  0.1091
H  -4.284  -0.688  0.496  0.1404
H  -3.486  0.393  1.653  0.1709
H  -2.708  5.378  -0.320  0.1071
H  -1.244  4.416  -0.567  0.0867
H  -2.544  4.381  -1.774  0.1013
H  -2.688  -2.559  -1.857  0.1287
Ca  -0.516  -2.128  -2.187  1.7002

Output
- HOMO-LUMO gap (eV) = 5.61
- lowest unoccupied orbital energy (eV) = -8.776
- net charge = +2
- largest force on an atom (eV/Å) = 2.2
- highest occupied orbital energy (eV) = -14.39

[2]
This record from OMol25 describes a structure of composition C15H24Cl2NO2PPd in a non-equilibrium geometry. The level of theory is ωB97M-V/def2-TZVPD.

Last column: Löwdin spin population.
Atoms and positions in Å:
C  1.756  -1.303  -3.397  -0.0042
C  0.492  -0.732  -3.311  0.0160
C  0.018  -0.153  -2.104  0.0375
C  0.897  -0.103  -1.010  0.2969
C  2.141  -0.724  -1.096  0.0468
C  2.596  -1.285  -2.288  0.0124
C  -1.342  0.491  -2.167  0.0062
C  -2.509  0.016  -1.259  0.0014
N  -2.180  -0.630  -0.027  0.0338
Pd  0.819  1.062  0.770  1.0173
C  3.002  -0.735  0.134  0.0277
P  1.791  -0.838  1.500  0.2183
H  -0.150  -0.734  -4.194  0.0027
H  3.596  -1.718  -2.310  0.0029
H  2.100  -1.769  -4.319  -0.0001
H  3.522  0.221  0.310  0.0052
H  3.673  -1.596  0.200  0.0041
H  -1.226  1.572  -2.006  0.0001
H  -1.727  0.353  -3.189  -0.0001
H  -3.062  0.927  -0.991  0.0002
C  2.642  -0.512  3.045  0.0388
C  1.385  -2.616  1.540  0.0601
H  -3.150  -0.668  -1.850  0.0013
C  -1.761  -2.002  -0.064  0.0014
C  -2.933  -0.248  1.143  0.0014
H  1.347  1.814  2.280  0.0281
H  -2.599  -2.685  -0.288  0.0003
H  -0.969  -2.131  -0.815  0.0006
H  -1.334  -2.277  0.911  0.0008
H  -3.913  -0.750  1.193  0.0009
H  -2.352  -0.503  2.044  0.0011
H  -3.064  0.844  1.142  0.0001
H  2.301  -3.179  1.790  0.0125
H  0.624  -2.806  2.311  0.0013
H  1.005  -2.974  0.574  0.0007
H  3.482  -1.210  3.150  0.0069
H  2.975  0.531  3.034  0.0033
H  1.921  -0.653  3.864  0.0012
H  0.804  1.302  2.522  0.0190
Cl  -0.887  5.807  -0.328  0.0016
C  -1.902  4.514  0.318  0.0040
Cl  -3.112  3.925  -0.838  0.0004
C  -0.971  3.355  0.842  0.0102
O  -0.419  3.612  1.913  0.0064
O  -0.884  2.280  0.134  0.0724
H  -2.441  4.911  1.186  0.0003

Output
- HOMO-LUMO gap (spin up / spin down) (eV) = 6.97 / 5.21
- lowest unoccupied orbital energy (spin up / spin down) (eV) = 0.314 / -2.575
- spin multiplicity = 3
- largest force on an atom (eV/Å) = 2.3
- highest occupied orbital energy (spin up / spin down) (eV) = -6.65 / -7.78

[3]
This record from OMol25 describes a structure of composition C15H24F5NO4STeZn in a non-equilibrium geometry. The level of theory is ωB97M-V/def2-TZVPD.

Last column: Löwdin charge in e.
Atoms and positions in Å:
Zn  -0.736  1.550  -0.388  0.4456
N  1.330  1.799  0.380  -0.0107
C  1.265  1.779  1.835  -0.1489
C  0.230  0.737  2.318  -0.6529
O  0.324  0.307  3.468  -0.0068
O  -0.654  0.394  1.451  -0.1971
H  1.908  1.045  0.034  0.0660
H  1.721  2.684  0.047  0.0288
H  0.904  2.752  2.176  0.1249
H  2.221  1.566  2.325  0.1080
F  -0.244  5.620  -1.828  -0.5046
Te  0.285  3.763  -2.016  1.7819
F  -1.142  3.946  -3.453  -0.6005
F  1.490  4.857  -3.481  -0.6877
F  1.732  4.502  -0.697  -0.5958
F  -0.162  0.342  -1.658  -0.4948
O  -0.914  3.417  -0.675  -0.7701
C  -3.958  -1.086  0.550  -0.0383
C  -3.644  -0.043  -0.537  -0.6662
C  -3.081  -0.706  -1.796  -0.0673
C  -4.938  0.725  -0.916  -0.0422
C  -2.761  1.013  -0.019  0.2033
H  -4.541  -1.912  0.137  0.0840
H  -4.516  -0.634  1.371  0.0835
H  -3.032  -1.487  0.960  0.0493
H  -3.816  -1.377  -2.250  0.0777
H  -2.186  -1.266  -1.544  0.0367
H  -2.792  0.057  -2.518  0.0915
H  -5.632  0.020  -1.374  0.0848
H  -4.713  1.516  -1.633  0.0931
H  -5.409  1.173  -0.040  0.0802
H  -3.124  1.345  0.962  0.0728
C  5.614  -1.259  0.896  -0.0652
C  4.119  -1.397  0.772  -0.2874
C  3.477  -1.209  -0.449  -0.0463
C  2.100  -1.336  -0.556  -0.0970
C  1.352  -1.675  0.562  -0.3670
C  1.970  -1.848  1.786  -0.0618
C  3.346  -1.703  1.887  -0.0416
S  -0.443  -1.855  0.440  0.9129
C  -0.245  -3.279  -0.759  -0.2196
O  -0.862  -2.579  1.665  -0.5151
H  6.092  -1.284  -0.083  0.0673
H  6.024  -2.065  1.507  0.0689
H  5.872  -0.313  1.377  0.0781
H  4.059  -0.942  -1.324  0.1097
H  1.602  -1.138  -1.497  0.0977
H  1.362  -2.072  2.653  0.1081
H  3.830  -1.814  2.851  0.1091
H  0.476  -3.986  -0.357  0.0450
H  0.065  -2.904  -1.732  0.0412
H  -1.228  -3.743  -0.827  0.0347

Output
- HOMO-LUMO gap (eV) = 6.41
- lowest unoccupied orbital energy (eV) = 4.138
- net charge = -2
- largest force on an atom (eV/Å) = 4.7
- highest occupied orbital energy (eV) = -2.27